(1)
{
  "formula": "C26H23CrN5O3S",
  "method": "ωB97M-V/def2-TZVPD",
  "elements": ["Cr", "C", "C", "N", "N", "C", "O", "C", "C", "C", "C", "C", "C", "C", "C", "C", "C", "C", "N", "H", "H", "H", "H", "H", "H", "H", "H", "H", "H", "H", "H", "C", "C", "C", "C", "C", "C", "C", "S", "O", "O", "N", "C", "C", "C", "C", "C", "N", "H", "H", "H", "H", "H", "H", "H", "H", "H", "H", "H"],
  "xyz": [[1.14, 0.25, 0.42], [2.31, 0.13, 4.55], [2.19, 0.26, 3.07], [1.19, -0.14, 2.38], [0.07, -0.71, 2.92], [-0.77, -0.97, 1.94], [-0.54, -0.68, 0.69], [-2.07, -1.61, 2.25], [-2.99, -1.83, 1.24], [-4.20, -2.45, 1.52], [-4.49, -2.84, 2.82], [-3.57, -2.62, 3.84], [-2.36, -2.00, 3.56], [3.28, 0.86, 2.24], [4.48, 1.28, 2.77], [5.44, 1.81, 1.92], [5.18, 1.89, 0.57], [3.95, 1.45, 0.10], [3.02, 0.96, 0.91], [1.39, -0.29, 4.95], [2.50, 1.11, 5.00], [3.14, -0.52, 4.81], [-2.76, -1.52, 0.23], [-4.92, -2.62, 0.73], [-5.43, -3.32, 3.04], [-3.80, -2.93, 4.85], [-1.64, -1.83, 4.34], [4.66, 1.20, 3.83], [6.39, 2.15, 2.31], [5.90, 2.29, -0.13], [3.69, 1.49, -0.95], [-2.88, -2.48, -5.59], [-1.81, -1.85, -4.76], [-1.85, -1.93, -3.36], [-0.84, -1.38, -2.59], [0.21, -0.74, -3.22], [0.28, -0.64, -4.61], [-0.74, -1.20, -5.36], [1.48, -0.04, -2.26], [1.82, -1.00, -1.16], [2.56, 0.37, -3.10], [0.92, 1.10, -1.33], [0.19, 2.19, -0.91], [-0.44, 3.19, -1.62], [-1.11, 4.15, -0.87], [-1.13, 4.08, 0.52], [-0.48, 3.04, 1.15], [0.18, 2.12, 0.44], [-3.76, -2.73, -4.99], [-2.52, -3.41, -6.04], [-3.19, -1.82, -6.40], [-2.67, -2.45, -2.88], [-0.87, -1.46, -1.51], [1.12, -0.14, -5.08], [-0.70, -1.13, -6.44], [-0.41, 3.21, -2.70], [-1.62, 4.96, -1.37], [-1.65, 4.82, 1.11], [-0.47, 2.91, 2.22]],
  "mulliken_charge": [-0.4879, -1.6524, 0.8686, 0.7709, -1.1000, 0.4775, -0.3441, 0.3857, -0.2911, -0.7342, -0.3932, -0.7380, -0.2898, 0.4488, -0.6884, -0.4182, -0.9085, -0.0739, 0.6369, 0.3512, 0.3713, 0.3795, 0.4434, 0.4125, 0.3975, 0.4034, 0.4625, 0.4427, 0.4442, 0.4511, 0.4196, -1.4694, 0.8584, -0.9415, -0.3935, 0.1424, -0.4872, -0.7160, 1.7606, -0.5695, -0.6947, -0.3806, 0.9410, -1.1615, -0.1856, -1.0054, 0.0043, 0.1725, 0.3599, 0.3213, 0.3792, 0.4085, 0.3762, 0.5135, 0.4148, 0.5319, 0.4326, 0.4187, 0.5212],
  "homo_ha": [-0.413, -0.413],
  "homo_lumo_gap_ha": [0.283, 0.272],
  "charge": 1,
  "multiplicity": 4
}



(2)
{
  "formula": "C26H23F5N4O3S5Sc",
  "method": "ωB97M-V/def2-TZVPD",
  "elements": ["Sc", "O", "C", "C", "C", "C", "C", "C", "C", "O", "N", "N", "C", "C", "C", "C", "C", "C", "C", "O", "H", "H", "H", "H", "H", "H", "H", "H", "H", "H", "F", "C", "C", "F", "C", "F", "C", "S", "C", "F", "C", "F", "S", "S", "S", "S", "C", "C", "N", "C", "C", "N", "C", "C", "H", "H", "H", "H", "H", "H", "H", "H", "H", "H", "H", "H", "H"],
  "xyz": [[-1.12, 0.50, 0.76], [0.46, -3.36, 4.17], [1.33, -3.47, 3.23], [2.40, -4.33, 3.47], [3.37, -4.43, 2.49], [3.37, -3.71, 1.28], [2.28, -2.91, 1.03], [1.29, -2.75, 2.02], [0.13, -1.94, 1.78], [0.05, -1.16, 0.70], [-0.72, -1.85, 2.78], [-1.59, -0.76, 2.60], [-2.64, -0.76, 3.40], [-3.47, 0.44, 3.56], [-4.38, 0.43, 4.64], [-5.15, 1.58, 4.80], [-5.07, 2.64, 3.88], [-4.17, 2.64, 2.83], [-3.22, 1.61, 2.73], [-2.17, 1.69, 1.97], [-0.28, -2.62, 3.72], [2.40, -5.06, 4.33], [4.25, -5.08, 2.67], [4.17, -3.85, 0.50], [2.29, -2.24, 0.18], [-2.91, -1.67, 3.90], [-4.43, -0.43, 5.31], [-5.88, 1.63, 5.65], [-5.76, 3.48, 4.08], [-4.17, 3.47, 2.14], [3.02, 6.06, 2.22], [2.16, 5.26, 1.60], [1.76, 3.97, 2.12], [2.33, 3.51, 3.26], [1.01, 3.12, 1.35], [0.66, 1.89, 1.87], [0.59, 3.39, 0.07], [-0.03, 2.17, -1.06], [0.91, 4.72, -0.39], [0.69, 5.09, -1.62], [1.66, 5.63, 0.36], [2.08, 6.76, -0.29], [-5.60, 1.30, 0.22], [-4.95, 2.49, -1.16], [-2.90, 1.63, -1.33], [-3.31, -0.19, -0.56], [0.44, -1.38, -5.66], [-0.25, -1.06, -4.32], [0.71, -0.74, -3.27], [1.68, 0.31, -3.80], [2.52, -0.19, -5.06], [1.96, -1.52, -5.46], [2.16, -2.50, -4.29], [1.46, -1.98, -3.01], [0.30, -0.61, -6.42], [0.12, -2.40, -5.98], [-0.92, -1.86, -3.97], [-0.94, -0.19, -4.46], [2.33, 0.68, -2.94], [1.12, 1.22, -4.12], [3.60, -0.31, -4.78], [2.45, 0.50, -5.86], [2.41, -1.82, -6.32], [3.22, -2.62, -4.16], [1.79, -3.49, -4.53], [2.36, -1.85, -2.28], [0.72, -2.71, -2.61]],
  "mulliken_charge": [0.5514, -0.7786, 0.6152, -0.7219, -0.1844, -0.6875, -0.2670, -0.0086, 0.7545, -0.4113, -0.4782, 0.2227, -0.5391, 0.6186, -0.7028, -0.4990, -0.3417, -0.6166, 0.3506, -0.2799, 0.5552, 0.3175, 0.2664, 0.3133, 0.2521, 0.3412, 0.3521, 0.2759, 0.3147, 0.3656, -0.3092, 0.4712, -0.1380, -0.2991, 0.2260, -0.1304, 0.3828, -0.2939, 0.0003, -0.3008, 0.1535, -0.2994, -0.4967, -0.3014, -0.0761, -0.4738, -0.4470, -0.6751, -0.1681, -0.4953, -0.7348, -0.0155, -0.8786, -0.1464, 0.3414, 0.2993, 0.4696, 0.3326, 0.3966, 0.4040, 0.2884, 0.3587, 0.3034, 0.3995, 0.2837, 0.0563, 0.5620],
  "homo_ha": -0.062,
  "homo_lumo_gap_ha": 0.070,
  "e_above_lowest_kcal_mol": 20.48,
  "charge": -1,
  "multiplicity": 1
}



(3)
{
  "formula": "C26H23IN4O4",
  "method": "ωB97M-V/def2-TZVPD",
  "elements": ["O", "C", "O", "C", "C", "C", "C", "I", "C", "C", "C", "C", "C", "O", "N", "C", "O", "H", "H", "H", "H", "H", "H", "H", "H", "C", "C", "C", "N", "C", "C", "H", "H", "H", "H", "H", "C", "C", "C", "N", "C", "C", "H", "H", "H", "H", "H", "C", "C", "C", "N", "C", "C", "H", "H", "H", "H", "H"],
  "xyz": [[4.28, -2.32, 2.54], [4.60, -1.27, 2.02], [4.54, -0.12, 2.75], [5.01, -1.25, 0.56], [3.84, -0.83, -0.41], [2.55, -0.64, 0.39], [2.15, 0.60, 0.86], [3.28, 2.34, 0.44], [0.99, 0.72, 1.60], [0.22, -0.38, 1.90], [0.64, -1.57, 1.41], [1.78, -1.75, 0.65], [1.99, -3.21, 0.27], [2.80, -3.67, -0.47], [1.00, -3.89, 1.04], [0.05, -2.96, 1.55], [-1.03, -3.26, 2.00], [3.75, -0.22, 3.30], [5.85, -0.57, 0.40], [5.27, -2.28, 0.32], [3.68, -1.60, -1.16], [4.10, 0.09, -0.93], [0.69, 1.70, 1.94], [-0.68, -0.32, 2.51], [1.50, -4.43, 1.74], [3.26, 4.65, -4.73], [3.49, 4.22, -3.44], [2.51, 3.47, -2.80], [1.35, 3.14, -3.37], [1.14, 3.57, -4.61], [2.06, 4.31, -5.34], [4.00, 5.23, -5.26], [4.42, 4.46, -2.93], [2.65, 3.11, -1.78], [0.19, 3.28, -5.05], [1.84, 4.63, -6.35], [-5.44, -1.46, 2.57], [-5.68, -0.94, 3.83], [-4.65, -0.98, 4.77], [-3.45, -1.49, 4.52], [-3.24, -2.00, 3.30], [-4.19, -2.00, 2.30], [-6.21, -1.45, 1.81], [-6.64, -0.51, 4.09], [-4.80, -0.58, 5.76], [-2.25, -2.42, 3.12], [-3.96, -2.42, 1.33], [-4.14, 0.38, -2.76], [-4.45, 1.24, -1.72], [-3.76, 1.10, -0.53], [-2.81, 0.19, -0.32], [-2.52, -0.63, -1.33], [-3.15, -0.58, -2.57], [-4.65, 0.45, -3.71], [-5.21, 2.00, -1.83], [-3.96, 1.76, 0.31], [-1.75, -1.36, -1.13], [-2.88, -1.27, -3.35]],
  "mulliken_charge": [-0.5591, 0.4506, -0.4297, -0.4905, -1.4683, 1.1368, -0.2443, 0.0104, -0.3508, -0.5925, 0.1440, 0.4418, 0.1609, -0.5529, -0.2917, -0.1422, -0.5448, 0.3528, 0.4048, 0.2872, 0.4026, 0.4597, 0.4113, 0.5249, 0.3488, -0.3122, -0.4109, 0.8698, -0.4313, -0.2436, -0.3445, 0.3699, 0.3506, -0.5123, 0.3587, 0.3590, -0.4111, -0.3693, -0.2687, -0.5992, -0.3954, -0.4735, 0.4089, 0.3731, 0.3867, 1.0219, 0.3879, -0.1372, -0.5395, -0.2864, -0.1667, 0.0452, -0.8036, 0.3849, 0.3988, 0.3911, 0.3407, 0.3884],
  "homo_ha": -0.340,
  "homo_lumo_gap_ha": 0.321,
  "smiles": "O=C(O)CCc1c(I)ccc2c1C(=O)NC2=O.c1ccncc1.c1ccncc1.c1ccncc1",
  "multiplicity": 1
}



(4)
{
  "formula": "C26H23N6OReS",
  "method": "ωB97M-V/def2-TZVPD",
  "elements": ["Re", "N", "C", "S", "N", "N", "C", "C", "C", "C", "C", "C", "C", "O", "H", "H", "H", "H", "H", "H", "H", "C", "C", "C", "C", "C", "C", "N", "N", "C", "C", "C", "C", "C", "N", "H", "H", "H", "H", "H", "H", "H", "H", "H", "C", "C", "C", "C", "C", "C", "C", "H", "H", "H", "H", "H", "H", "H"],
  "xyz": [[0.28, -0.61, 0.51], [1.92, 3.13, -1.06], [1.68, 1.86, -0.69], [0.04, 1.58, -0.05], [2.61, 0.98, -0.74], [2.21, -0.29, -0.29], [3.08, -1.21, -0.58], [2.98, -2.61, -0.29], [4.09, -3.42, -0.59], [4.06, -4.77, -0.33], [2.92, -5.34, 0.22], [1.81, -4.57, 0.52], [1.84, -3.20, 0.27], [0.74, -2.50, 0.57], [1.20, 3.82, -1.05], [2.84, 3.37, -1.41], [3.97, -0.86, -1.10], [4.97, -2.95, -1.02], [4.92, -5.38, -0.57], [2.89, -6.40, 0.42], [0.92, -5.00, 0.95], [2.11, 1.64, 5.26], [0.82, 1.25, 5.57], [0.03, 0.61, 4.63], [0.55, 0.35, 3.37], [1.85, 0.73, 3.05], [2.62, 1.37, 4.00], [-0.28, -0.31, 2.37], [-1.42, -0.70, 2.84], [-2.20, -1.25, 1.88], [-3.48, -1.74, 2.15], [-4.20, -2.28, 1.11], [-3.62, -2.33, -0.17], [-2.36, -1.83, -0.36], [-1.65, -1.28, 0.65], [2.72, 2.14, 6.00], [0.41, 1.45, 6.55], [-0.98, 0.31, 4.88], [2.27, 0.52, 2.08], [3.63, 1.66, 3.74], [-3.86, -1.68, 3.16], [-5.19, -2.67, 1.27], [-4.15, -2.76, -1.00], [-1.87, -1.85, -1.33], [-3.03, 1.61, -1.30], [-3.72, 2.61, -0.59], [-3.81, 3.93, -1.07], [-4.48, 4.90, -0.35], [-5.07, 4.59, 0.87], [-4.99, 3.29, 1.37], [-4.33, 2.31, 0.66], [-2.56, 1.82, -2.25], [-2.99, 0.61, -0.91], [-3.36, 4.18, -2.02], [-4.55, 5.91, -0.74], [-5.59, 5.35, 1.43], [-5.45, 3.05, 2.32], [-4.27, 1.30, 1.04]],
  "mulliken_charge": [1.0877, -0.3778, 0.6920, -0.3819, -1.1647, 0.4324, 0.0384, 0.6591, -0.7954, -0.7622, -0.4673, -0.5309, 0.2500, -0.5635, 0.1954, 0.2384, 0.4588, 0.3908, 0.4164, 0.4075, 0.4523, -0.4753, -0.6538, -0.5115, 0.6031, -0.0448, -0.9238, 0.5649, -0.9973, 0.2920, -0.5524, -0.4020, -0.5187, -0.4878, 0.1896, 0.4049, 0.3848, 0.4367, 0.5805, 0.4086, 0.5761, 0.4354, 0.4523, 0.4849, -1.3696, 1.3717, -0.6183, -0.5082, -0.4119, -0.6309, -0.2164, 0.3130, 0.3020, 0.3724, 0.3866, 0.3812, 0.4047, 0.3018],
  "homo_ha": [-0.343, -0.403],
  "homo_lumo_gap_ha": [0.167, 0.238],
  "e_above_lowest_kcal_mol": 39.39,
  "charge": 1,
  "multiplicity": 2
}



> Number 3 is which compound?

C26H23IN4O4